ORCA calculation (ωB97M-V with the def2-TZVPD basis set) on a cluster of 2 separate species, C4H11O2S in total at a distorted geometry.

Results
HOMO-LUMO gap (alpha / beta) = 6.5776 / 8.9582 eV
spin multiplicity = 3
highest occupied orbital energy (alpha / beta) = -10.1 / -15.8 eV
net charge = +1
lowest unoccupied orbital energy (alpha / beta) = -3.6 / -6.8 eV
strongest force on any atom = 0.0917 Eh/bohr

Each line ends with the Mulliken charge.
CARTESIAN COORDINATES (ANGSTROEM)
S 0.54921 0.49423 1.81622  0.521
O -1.25753 1.12219 -1.18092  -0.468
O -0.23589 -0.36060 0.72786  -0.379
C -1.56542 0.55772 -2.24179  -0.021
C -2.26588 -0.69372 -2.43500  -0.818
C 1.88802 1.17365 0.79818  -0.817
C 1.41648 -0.90696 2.62564  -0.971
H 2.24765 -0.54637 3.17406  0.428
H -1.61225 -1.48331 -2.27526  0.290
H 0.70970 -1.43374 3.27324  0.356
H -0.88264 0.29049 0.16907  0.457
H -2.92258 -0.72675 -1.60256  0.299
H -1.36402 1.24153 -3.11796  0.384
H 2.82139 1.04690 1.36200  0.355
H 1.80735 -1.49029 1.85556  0.381
H 1.71968 2.14505 0.43028  0.358
H 1.82882 0.46711 -0.02915  0.324
H -2.88209 -0.89714 -3.34949  0.322